(1)
Entry from the OMol25 dataset: a cluster of 2 separate species, C7H11N2O in total at a distorted geometry (the ωB97M-V functional and the def2-TZVPD basis).

```
! RIJCOSX wB97M-V def2-TZVPD def2/J DEFGRID3
* xyz 1 1
C -1.43 1.12 0.81
C -0.80 -0.86 0.17
C -2.06 -0.61 -0.42
C 1.71 1.92 -0.35
C 1.47 0.45 -0.77
C 2.35 0.71 0.19
C -2.93 -1.55 -1.14
N -2.38 0.60 0.06
N 2.81 -0.28 1.16
O -0.32 0.20 0.81
H -1.56 2.07 1.30
H 2.28 2.61 -0.93
H 0.94 2.30 0.21
H -0.31 -1.71 -0.16
H 0.99 -0.04 -1.62
H -2.38 -1.71 -2.06
H -3.14 -2.39 -0.51
H -3.90 -1.01 -1.22
H 3.32 -1.18 0.85
H 1.83 -0.61 1.67
H 3.47 -0.05 1.93
*
```

Results
Lowest unoccupied orbital energy (eV): -4.05
Energy above the lowest of the compared OMol25 structures with the same formula, charge and spin (kcal per mole): 143.12
HOMO level (eV): -12.173

(2)
Entry from the OMol25 dataset: a cluster of 2 separate species, C7H11N2O2 in total at a distorted geometry (the ωB97M-V functional and the def2-TZVPD basis).

```
! RIJCOSX wB97M-V def2-TZVPD def2/J DEFGRID3
* xyz -1 1
C 0.89 -1.31 -0.84
C -0.13 -1.98 -1.76
C 1.27 0.19 -1.29
O 0.68 0.74 -2.17
O 2.30 0.74 -0.69
H 0.52 -1.12 0.22
H 1.75 -1.95 -0.80
H 0.31 -2.60 -2.50
H -0.73 -1.29 -2.36
H -0.94 -2.47 -1.19
C -1.93 0.96 0.06
C 0.31 1.57 1.18
C -0.98 1.09 1.13
C 0.04 0.48 2.97
N 0.99 1.23 2.31
N -1.14 0.43 2.36
H 0.72 2.20 0.39
H 2.40 0.59 0.27
H -1.52 1.06 -0.98
H -2.83 1.59 -0.03
H 0.38 -0.14 3.77
H -2.36 -0.03 -0.04
*
```

Results
Lowest unoccupied orbital energy (eV): 3.59
Energy above the lowest of the compared OMol25 structures with the same formula, charge and spin (kcal per mole): 36.28
HOMO level (eV): -3.360

(3)
Entry from the OMol25 dataset: a cluster of 2 separate species, C7H11N2O2 in total at a distorted geometry (the ωB97M-V functional and the def2-TZVPD basis).

```
! RIJCOSX wB97M-V def2-TZVPD def2/J DEFGRID3
* xyz -1 1
C 0.63 3.16 -3.45
C 0.98 1.90 -3.06
C 0.94 1.40 -1.68
C 1.77 1.66 -0.65
N 1.31 0.90 0.42
C 0.25 0.21 0.06
N -0.01 0.49 -1.21
H 1.35 3.74 -4.02
H -0.33 3.63 -3.26
H 1.35 1.20 -3.81
H 2.63 2.30 -0.66
H 1.73 0.85 1.33
H -0.32 -0.50 0.66
H -0.77 0.10 -1.75
O -1.61 -2.50 0.84
C -2.05 -2.63 2.10
C -0.84 -2.64 3.18
O -1.24 -2.77 4.43
H -2.64 -3.55 2.32
H -2.72 -1.82 2.47
H -0.27 -1.69 2.93
H -0.15 -3.44 2.80
*
```

Results
Lowest unoccupied orbital energy (eV): 1.27
Energy above the lowest of the compared OMol25 structures with the same formula, charge and spin (kcal per mole): 218.31
HOMO level (eV): -0.744

(4)
Entry from the OMol25 dataset: the ion C7H11N2O2 with charge +1 at a distorted geometry (the ωB97M-V functional and the def2-TZVPD basis).

```
! RIJCOSX wB97M-V def2-TZVPD def2/J DEFGRID3
* xyz 1 1
C 2.12 -1.25 -0.02
O 1.13 -0.75 0.87
C -0.05 -0.29 0.24
O 0.13 0.48 -0.92
C 0.82 1.78 -0.72
C -0.90 0.41 1.24
C -2.16 0.85 1.10
C -3.02 0.44 -0.16
N -2.89 -0.78 -0.47
C -2.04 -1.68 -0.21
N -0.74 -1.56 -0.15
H 2.74 -0.49 -0.67
H 1.73 -2.00 -0.77
H 2.84 -1.80 0.54
H 1.58 1.61 0.17
H 0.26 2.76 -0.56
H 1.50 1.80 -1.64
H -0.39 0.79 2.13
H -2.73 1.46 1.87
H -3.65 1.12 -0.72
H -2.42 -2.74 -0.51
H -0.09 -2.34 -0.54
*
```

Results
Lowest unoccupied orbital energy (eV): -5.26
Energy above the lowest of the compared OMol25 structures with the same formula, charge and spin (kcal per mole): 67.28
HOMO level (eV): -14.432
SMILES string: COC1(OC)C=CC=NC=[NH+]1

(5)
Entry from the OMol25 dataset: a structure of composition C7H11N2O5 at a distorted geometry (the ωB97M-V functional and the def2-TZVPD basis).

```
! RIJCOSX wB97M-V def2-TZVPD def2/J DEFGRID3
* xyz -1 1
C 4.97 0.48 0.08
C 2.83 -1.04 -0.14
C -0.28 -0.84 1.54
C 0.57 -1.76 0.57
C -0.40 0.45 0.71
C 0.89 0.57 -0.17
C -2.25 1.44 -0.54
N 1.39 -0.85 -0.11
N 0.73 1.00 -1.51
O 5.74 0.80 -0.78
O 3.43 0.00 -0.68
O 4.75 0.63 1.27
O 3.34 -2.07 0.25
O -1.65 0.34 -0.05
H -1.25 -1.15 1.69
H 0.34 -0.76 2.57
H 1.10 -2.55 1.04
H -0.14 -2.41 -0.15
H -0.43 1.32 1.39
H -1.59 2.09 -1.14
H -2.76 2.07 0.27
H -3.14 1.12 -1.08
H 1.63 0.93 -1.99
H 0.21 0.34 -2.09
H 1.50 1.33 0.31
*
```

Results
Lowest unoccupied orbital energy (eV): 3.20
Energy above the lowest of the compared OMol25 structures with the same formula, charge and spin (kcal per mole): 0.00
HOMO level (eV): -5.356

(6)
Entry from the OMol25 dataset: the molecule C7H11N3O at a distorted geometry (the ωB97M-V functional and the def2-TZVPD basis).

```
! RIJCOSX wB97M-V def2-TZVPD def2/J DEFGRID3
* xyz 0 1
C 1.96 0.45 2.08
N 1.60 -0.35 0.91
C 2.63 -1.22 0.38
C 0.43 -0.17 0.31
C 0.08 -0.72 -0.98
C -1.12 -0.52 -1.56
N -1.95 0.35 -0.95
C -3.15 0.77 -1.36
C -1.56 1.03 0.31
O -2.44 1.77 0.68
N -0.43 0.63 0.93
H 1.91 -0.21 2.98
H 3.00 0.78 1.84
H 1.28 1.40 2.13
H 2.36 -2.34 0.39
H 3.57 -0.94 0.94
H 2.75 -0.95 -0.64
H 0.84 -1.40 -1.52
H -1.40 -1.11 -2.41
H -3.93 0.30 -0.74
H -3.17 1.83 -1.14
H -3.25 0.61 -2.59
*
```

Results
Lowest unoccupied orbital energy (eV): 0.70
Energy above the lowest of the compared OMol25 structures with the same formula, charge and spin (kcal per mole): 37.68
HOMO level (eV): -8.399
SMILES string: CN(C)c1ccn(C)c(=O)n1

Taking the records one at a time from the top gives electronic energy values of -457.61095, -533.35716, -533.06709, -532.94720, -759.11857, -512.79771 Ha.
Taking the records one at a time from the top gives Kohn-Sham gap values of 0.29835, 0.25553, 0.07415, 0.33714, 0.31436, 0.33437 Ha.